(1)
{"formula": "C37H37CrN5O3SSi", "method": "ωB97M-V with the def2-TZVPD basis set", "spin_multiplicity": 5, "s2": 6.0180, "elements": ["Cr", "S", "Si", "O", "O", "O", "N", "N", "N", "N", "N", "C", "C", "C", "C", "C", "C", "C", "C", "C", "C", "C", "C", "C", "C", "C", "C", "C", "C", "C", "C", "C", "C", "C", "C", "C", "C", "C", "C", "C", "C", "C", "C", "C", "C", "C", "C", "C", "H", "H", "H", "H", "H", "H", "H", "H", "H", "H", "H", "H", "H", "H", "H", "H", "H", "H", "H", "H", "H", "H", "H", "H", "H", "H", "H", "H", "H", "H", "H", "H", "H", "H", "H", "H", "H"], "positions_angstrom": [[-0.5661, -0.5082, -0.3346], [1.8870, -0.6811, 1.4734], [2.1376, -1.2532, -2.0155], [2.7492, -3.4899, -0.3694], [-1.3183, 1.5137, -1.4437], [1.3276, -1.8584, 2.2080], [0.6346, 0.3268, 1.1246], [-1.3990, 1.2056, 1.4091], [0.8792, -0.0822, -1.7115], [-1.5167, -1.6714, -1.6923], [-1.6048, -1.8040, 0.9015], [2.8400, 0.1733, 2.7603], [-1.6313, -1.8188, 2.2385], [-2.7393, -3.4785, -3.4228], [-2.8874, 3.2112, -0.8381], [3.0265, -0.4515, 3.9817], [-2.0408, -2.3841, -3.9161], [0.7285, 0.9962, -2.5442], [1.6938, -2.9347, -1.1647], [-0.9763, 1.9741, 4.0258], [1.4141, 2.3716, -4.4516], [-0.1964, 0.9817, 1.9830], [-4.1750, 3.7239, -0.8925], [-0.7022, 2.7855, -3.4230], [-1.4445, -1.5217, -3.0206], [-2.9413, -3.7956, 0.9453], [4.3116, 1.9397, 3.4309], [5.3826, 1.9626, 5.7141], [0.2160, 3.0638, -4.4289], [4.4985, 1.3348, 4.6706], [-2.3664, 1.7824, 2.1148], [-2.8170, -3.6473, -2.0547], [1.6671, 1.3736, -3.5257], [-2.2160, 2.1833, 3.4286], [0.0459, 1.3845, 3.3139], [-4.8421, 1.9253, -2.3339], [-2.2060, -2.7287, -1.2070], [-5.1551, 3.0858, -1.6395], [-2.5875, 2.0474, -1.5265], [-3.5593, 1.4036, -2.2801], [-0.4434, 1.7919, -2.4967], [-2.9749, -3.7833, 2.3243], [3.4940, 1.3605, 2.4726], [3.8414, 0.1348, 4.9358], [2.2035, -1.7883, -3.8439], [-2.2585, -2.8006, 0.2551], [3.8479, -0.6732, -1.4356], [-2.2986, -2.7677, 2.9836], [-1.6208, 3.3538, -3.3625], [4.3552, -1.5004, -0.9367], [-0.8194, 2.2661, 5.0571], [-4.4130, 4.6278, -0.3465], [-3.2139, -4.1815, -4.0933], [2.4270, -3.5348, 0.5435], [-3.2949, 0.5018, -2.8177], [3.9771, -0.3457, 5.8978], [-6.1572, 3.4913, -1.6828], [1.4643, -3.6806, -1.9350], [-0.8725, -0.6731, -3.3736], [6.0201, 1.2130, 6.1834], [4.7795, 2.4202, 6.5012], [-1.9576, -2.2002, -4.9775], [2.9629, -2.5658, -3.9616], [6.0163, 2.7360, 5.2826], [-0.0006, 3.8243, -5.1668], [-3.5205, -4.5387, 2.8726], [-3.3530, -4.4901, -1.6442], [0.7878, -2.8241, -0.5555], [-1.0922, -1.0338, 2.7424], [2.4486, -0.9794, -4.5321], [-3.0362, 2.6392, 3.9654], [-2.2971, -2.7029, 4.0618], [2.5138, -1.3868, 4.1696], [-3.4583, -4.5694, 0.3968], [3.7462, 0.1434, -0.7221], [-5.5999, 1.4213, -2.9202], [2.6182, 0.8575, -3.5417], [2.1616, 2.6017, -5.2011], [1.0011, 1.2027, 3.7767], [4.8157, 2.8733, 3.2115], [3.3480, 1.8401, 1.5114], [1.2460, -2.2113, -4.1600], [-2.1134, 3.7005, -0.2613], [-3.3098, 1.9170, 1.5951], [4.4785, -0.3281, -2.2588]]}



(2)
{"formula": "C37H37N5O3PPd", "method": "ωB97M-V with the def2-TZVPD basis set", "e_above_lowest_kj_mol": 85.23, "total_charge": 1, "spin_multiplicity": 1, "elements": ["Pd", "P", "O", "O", "O", "N", "N", "N", "N", "N", "C", "C", "C", "C", "C", "C", "C", "C", "C", "C", "C", "C", "C", "C", "C", "C", "C", "C", "C", "C", "C", "C", "C", "C", "C", "C", "C", "C", "C", "C", "C", "C", "C", "C", "C", "C", "C", "H", "H", "H", "H", "H", "H", "H", "H", "H", "H", "H", "H", "H", "H", "H", "H", "H", "H", "H", "H", "H", "H", "H", "H", "H", "H", "H", "H", "H", "H", "H", "H", "H", "H", "H", "H", "H"], "positions_angstrom": [[-0.4289, 0.8385, -1.1778], [-0.5100, -1.4939, -1.2378], [-0.2193, 1.0012, 1.2886], [4.1688, 0.5138, -1.1110], [1.6191, 1.0329, -1.2272], [-0.7637, 0.1230, 3.3053], [-2.3787, 1.2956, -1.4043], [0.9841, 3.2200, -1.2301], [-0.2098, 2.7433, -1.2193], [0.4373, 2.1006, 3.1588], [0.7673, -3.5604, -2.6217], [-4.9010, 2.3705, -0.8634], [3.5892, 4.1310, -1.1284], [-1.5249, -0.9171, 2.6701], [1.4813, -1.6461, 0.6353], [-4.7555, 1.0984, -1.4527], [5.6814, 2.3128, -0.9348], [-1.3430, 3.3670, -0.9116], [5.9276, 3.6679, -0.9085], [-2.1223, -2.3419, -1.3391], [-0.1931, 1.0817, 2.5305], [0.3210, -2.2696, 0.1847], [0.3709, 2.3057, 4.5912], [1.4984, -4.0837, -3.6708], [0.9015, -1.3708, -3.6256], [1.9404, 2.2987, -1.1912], [1.9347, -3.2540, -4.6932], [-3.7905, 3.1410, -0.6867], [-2.5114, 2.6119, -0.9909], [0.4610, -2.2014, -2.6009], [1.7467, -3.3374, 2.3059], [-3.7808, -3.6050, -2.5318], [2.1959, -2.1790, 1.6898], [0.5962, -3.9664, 1.8560], [0.2867, 0.9696, 5.3097], [-3.4914, 0.6208, -1.7070], [-0.8959, 0.2075, 4.7431], [-4.3347, -2.6121, -0.4157], [3.3099, 2.7577, -1.1415], [-2.4968, -3.0915, -2.4502], [4.3782, 1.8342, -1.0666], [0.9851, 3.1871, 2.3815], [-4.7002, -3.3613, -1.5239], [-3.0551, -2.1016, -0.3270], [1.6408, -1.8993, -4.6704], [4.8814, 4.5821, -1.0170], [-0.1193, -3.4396, 0.7942], [1.9174, 3.5209, 2.8388], [2.7662, 4.8214, -1.2105], [-3.8389, 4.1466, -0.2992], [3.2027, 0.3637, -1.2129], [-1.3290, 4.4078, -0.6097], [-5.0592, -2.4121, 0.3608], [0.1712, 1.1276, 6.3787], [1.8062, -0.7315, 0.1611], [-0.9198, -0.8129, 5.1355], [1.7305, -5.1383, -3.6920], [0.6596, -0.3065, -3.5921], [6.9391, 4.0279, -0.8119], [-1.7966, -3.2623, -3.2562], [1.1876, 2.8401, 1.3692], [-5.7122, -3.7213, -1.6187], [-2.7870, -1.4669, 0.5038], [-1.8448, 0.6939, 5.0112], [-1.0218, -3.9288, 0.4572], [3.0995, -1.6921, 2.0286], [-4.0678, -4.1886, -3.3934], [-3.3559, -0.3468, -2.1694], [0.2550, -4.8726, 2.3358], [1.2705, 2.8457, 4.8977], [-1.2304, -0.9434, 1.6213], [-5.6196, 0.5036, -1.6932], [2.2921, -3.7453, 3.1434], [1.9904, -1.2614, -5.4688], [5.0832, 5.6409, -1.0159], [-1.3040, -1.8797, 3.1344], [-0.5045, 2.9206, 4.8428], [1.1996, 0.3965, 5.1450], [-5.8764, 2.7324, -0.5818], [0.4299, -4.2009, -1.8194], [2.5124, -3.6662, -5.5065], [6.4807, 1.5928, -0.8757], [-2.6001, -0.7232, 2.7552], [0.2919, 4.0350, 2.3396]]}



(3)
{"formula": "C37H37N5O4", "method": "ωB97M-V with the def2-TZVPD basis set", "smiles": "Oc1ccc(O)cc1.Oc1ccc(O)cc1.c1ccncc1.c1ccncc1.c1ccncc1.c1ccncc1.c1ccncc1", "e_above_lowest_kj_mol": 22.53, "spin_multiplicity": 1, "elements": ["O", "O", "O", "O", "N", "N", "N", "N", "N", "C", "C", "C", "C", "C", "C", "C", "C", "C", "C", "C", "C", "C", "C", "C", "C", "C", "C", "C", "C", "C", "C", "C", "C", "C", "C", "C", "C", "C", "C", "C", "C", "C", "C", "C", "C", "C", "H", "H", "H", "H", "H", "H", "H", "H", "H", "H", "H", "H", "H", "H", "H", "H", "H", "H", "H", "H", "H", "H", "H", "H", "H", "H", "H", "H", "H", "H", "H", "H", "H", "H", "H", "H", "H"], "positions_angstrom": [[-4.3888, 2.7255, 4.6941], [4.1859, -1.8662, 2.1878], [0.8642, 2.4147, 2.8568], [8.4172, -1.8705, 5.8456], [3.1774, -0.7519, -5.1277], [-5.7111, 4.9454, -0.4370], [-1.8145, -4.6884, 4.2306], [1.5563, -1.8218, -0.7109], [-1.8153, 0.0032, -5.7163], [-4.5425, 2.9878, 0.3806], [1.3686, -2.2289, -5.7994], [-3.8095, 4.1339, -1.6179], [3.5094, -2.5229, -6.7717], [-0.7968, -0.2019, -1.0361], [-0.7210, -1.3582, -1.9033], [-4.8947, 5.0321, -1.5304], [-3.5747, 3.1632, -0.6484], [2.1683, -2.9934, -6.5851], [-1.5375, 0.9036, -6.6130], [-0.4457, 2.4719, 3.1753], [-5.5119, 4.0226, 0.5182], [-2.6662, 3.7709, 3.4554], [-1.8607, -4.7998, 2.8757], [7.4946, -1.9817, 4.8497], [-1.5436, -2.2771, 3.9249], [0.0943, -0.0970, 0.1405], [-2.0827, 2.1742, -6.6255], [-1.5597, -3.4868, 4.7194], [-1.7912, -3.6999, 2.0151], [-1.0208, 1.5555, 4.1683], [-1.5331, -2.3946, 2.4816], [-3.1339, 2.4241, -5.7065], [1.9057, -1.1539, -4.9568], [-3.3402, 1.5687, -4.7468], [-3.1215, 2.7213, 4.2948], [5.5915, -3.1545, 3.5858], [-2.3125, 1.6547, 4.6446], [3.9833, -1.4248, -5.9883], [6.6964, -3.1454, 4.6165], [5.2189, -1.8542, 3.0338], [6.0618, -0.7457, 3.2800], [0.6633, -1.9968, -1.7308], [7.2323, -0.8261, 4.1746], [-1.2329, 3.6264, 2.8867], [-2.6866, 0.3488, -4.7977], [1.1790, -0.8875, 0.2476], [5.1830, -4.0668, 3.5603], [-3.1452, 4.7949, 3.2843], [5.0642, -1.2761, -6.1574], [0.3485, -2.4908, -5.7769], [-0.6569, 4.3540, 2.2995], [4.2436, -3.1446, -7.5153], [-1.6486, 0.4581, -1.1376], [0.9066, -2.6673, -2.5695], [-0.5154, 0.5755, 4.3843], [1.7931, -0.7902, 1.0543], [-1.7955, -3.7685, 0.7650], [-4.6421, 3.5548, 4.9959], [-5.9619, 4.0828, 1.5366], [1.3538, -0.8045, -4.0537], [-0.7032, 0.7304, -7.2472], [-3.6420, 3.3558, -5.8148], [-3.1191, 4.2110, -2.3540], [7.7656, 0.0004, 4.2775], [-2.6341, 0.8656, 5.3001], [-4.3005, 2.2702, 1.2662], [3.5950, -2.5883, 2.4782], [-1.3216, -1.6249, -2.6523], [-2.8371, -0.5914, -3.9716], [-2.0437, -5.7002, 2.5689], [1.7919, -3.7921, -7.2018], [1.1564, 3.2615, 2.4966], [-1.5195, -1.3418, 4.4728], [5.8659, 0.2919, 2.8174], [9.2386, -1.2589, 5.6322], [-0.0831, 0.7878, 0.8312], [-4.0391, 1.7160, -4.0461], [-2.8583, 2.6186, -0.8761], [-1.5548, -3.4140, 5.9245], [-1.7461, 2.8524, -7.5155], [-1.4092, -1.5368, 1.9220], [-5.1754, 5.6825, -2.2953], [7.1275, -4.0255, 5.0830]]}



Number 1: energy -99699.15906 eV. Number 2: energy -65327.35757 eV. Number 3: energy -54599.03095 eV.